1.
{
  "formula": "C9H15CrO3P",
  "method": "ωB97M-V with the def2-TZVPD basis set",
  "species": ["O", "O", "C", "H", "C", "H", "H", "C", "C", "Cr", "H", "P", "H", "O", "H", "C", "H", "C", "H", "H", "C", "H", "H", "C", "C", "H", "H", "H", "H"],
  "coordinates": [[-0.0682, 1.8273, -5.6500], [2.5380, -1.6264, -3.1798], [2.4872, -0.3757, 1.4396], [-1.3800, -1.4471, 2.4992], [-0.0872, 2.2142, 1.3767], [-3.0148, -1.5350, 1.8082], [-1.1188, 2.0358, 1.6997], [-0.0647, 1.2185, -4.6848], [-1.5130, -1.0609, 0.3103], [-0.0155, -0.0643, -2.3636], [0.5195, -0.3206, 2.3162], [0.1245, -0.3217, -0.0326], [0.5801, 1.9033, 2.2035], [-2.6222, -1.5938, -3.1593], [-2.2692, -0.7674, -0.4321], [-1.6022, -1.0899, -2.8706], [2.9858, -0.8224, 0.5725], [-2.0578, -0.9921, 1.7515], [2.6485, 0.7165, 1.4023], [0.8762, -1.8397, 1.5861], [1.5369, -1.1247, -2.8461], [0.0190, 3.3133, 1.3059], [-2.2574, 0.0425, 2.0466], [1.0006, -0.7634, 1.4389], [0.2119, 1.5262, 0.0195], [-0.3789, 2.0152, -0.7837], [2.9924, -0.7509, 2.3444], [-1.3273, -2.1227, 0.0863], [1.2566, 1.8059, -0.2049]],
  "forces_ev_per_angstrom": [[-0.007, -1.937, 2.983], [-5.252, 2.321, 1.717], [0.353, 0.041, -0.075], [-0.351, 0.220, -0.545], [-0.566, 0.287, 0.548], [0.394, 0.171, -0.127], [0.200, -0.015, -0.065], [0.063, 1.633, -2.314], [-0.402, -0.535, -0.043], [0.804, 2.657, 0.091], [-0.351, 0.213, -0.422], [-1.219, 0.876, 1.049], [-0.226, -0.050, -0.672], [5.755, 2.561, 1.494], [0.105, 0.233, 0.346], [-8.369, -3.856, -2.145], [0.102, 0.083, 0.180], [-0.125, 0.189, 0.284], [-0.159, -0.468, 0.043], [0.138, -0.068, -0.120], [7.410, -3.293, -2.138], [0.046, -0.589, -0.281], [0.029, -0.191, 0.022], [1.711, -0.785, 0.744], [0.418, 0.705, -0.158], [-0.110, -0.156, 0.227], [-0.299, 0.138, -0.367], [0.071, 0.047, -0.075], [-0.161, -0.433, -0.184]],
  "lumo_energy_ev": [-9.89, -9.89],
  "orbital_gap_ha": [0.3071, 0.2970],
  "multiplicity": 5,
  "e_homo_ha": [-0.670, -0.660],
  "charge": 2
}

---

2.
{
  "formula": "C9H15F7N3O7RhS2",
  "method": "ωB97M-V with the def2-TZVPD basis set",
  "species": ["O", "O", "C", "F", "H", "O", "C", "H", "H", "Rh", "H", "H", "C", "F", "O", "S", "H", "F", "H", "F", "C", "F", "H", "C", "C", "C", "N", "H", "O", "H", "O", "O", "C", "H", "H", "S", "C", "N", "F", "N", "H", "F", "H", "H"],
  "coordinates": [[-1.2576, -0.5099, 1.5532], [1.5704, 0.7969, -1.5019], [-2.7921, -0.9312, 3.2572], [-0.0458, -0.4465, -3.4256], [-3.2149, 2.0565, 4.2275], [-1.2030, 1.1224, -1.1994], [-0.0304, -2.9457, -1.1474], [-1.7236, 3.1729, 2.1250], [-1.5456, 2.5673, 4.5261], [0.2062, -0.0603, 0.0248], [1.1543, -3.4703, 1.0835], [-1.0572, 1.9378, 1.0745], [-1.8475, -0.0095, 2.5354], [0.4107, 0.8972, -5.0618], [-0.6507, -3.9239, -1.5051], [1.4041, 1.6063, -2.7119], [-0.0975, 2.4986, 2.4386], [1.9360, -0.4223, -4.2762], [-2.0548, 0.9547, 4.9994], [-2.3142, 3.5015, -3.8579], [-2.1745, 1.7262, 4.2443], [-2.2300, 1.3426, -3.8695], [-3.2481, -0.5114, 4.1458], [1.4944, -3.0505, -0.9985], [-1.1071, 2.2748, 2.0995], [0.8881, 0.3337, -3.9617], [0.2303, 2.6425, -2.6492], [1.9483, -2.2482, -1.5883], [2.5882, 2.1965, -3.2240], [-3.5755, -1.1893, 2.5440], [-0.5130, -1.7914, -0.8358], [-1.3823, 3.5652, -0.9709], [1.8386, -2.8843, 0.4705], [1.7980, -4.0238, -1.3732], [2.5354, -0.9317, 0.5346], [-1.0733, 2.4517, -1.8041], [-2.3887, 2.4152, -3.1034], [1.7411, -1.4740, 0.8624], [1.3156, 0.9382, 1.3274], [-1.7341, 1.2554, 2.9354], [2.8526, -3.2555, 0.6425], [-3.5836, 2.3623, -2.5294], [1.6366, -1.3237, 1.8589], [-2.2707, -1.8544, 3.5035]],
  "forces_ev_per_angstrom": [[0.860, -0.259, -1.172], [-0.260, -0.822, 0.933], [0.115, -0.158, -0.054], [-0.034, 0.069, -0.056], [0.014, 0.032, -0.012], [0.239, -0.566, 0.716], [1.512, 0.011, -0.146], [-0.029, -0.016, 0.046], [0.005, 0.002, -0.027], [1.371, -2.440, 0.617], [-0.007, 0.047, 0.035], [-0.072, 0.027, 0.043], [0.105, 0.467, 0.306], [0.069, 0.133, 0.019], [-0.553, 0.225, 0.070], [-0.055, -0.231, -0.530], [-0.016, -0.018, 0.001], [0.098, 0.096, 0.038], [0.014, 0.020, 0.013], [0.070, 0.084, 0.085], [-0.173, -0.086, 0.010], [0.031, -0.004, -0.004], [-0.008, 0.024, -0.020], [-0.574, 0.155, -0.069], [0.077, 0.095, -0.013], [-0.093, -0.220, 0.081], [0.060, -0.163, 0.181], [0.213, -0.114, -0.003], [-0.035, 0.073, 0.091], [0.003, 0.001, -0.007], [-1.732, 1.065, -0.289], [0.117, 0.060, -0.082], [0.073, -0.261, -0.306], [0.151, 0.031, 0.020], [0.092, 0.013, 0.214], [-0.217, 0.293, 0.076], [-0.029, -0.208, -0.170], [-1.197, 1.386, -0.652], [-0.509, 0.935, -0.202], [0.139, -0.089, -0.164], [0.007, 0.177, 0.224], [0.043, 0.025, 0.144], [0.116, 0.103, 0.002], [0.000, 0.003, 0.015]],
  "lumo_energy_ev": [-2.04, -2.04],
  "orbital_gap_ha": [0.2633, 0.2633],
  "relative_energy_kcal_mol": 51.7,
  "multiplicity": 1,
  "e_homo_ha": [-0.338, -0.338],
  "charge": 0
}

---

3.
{
  "formula": "C9H15N",
  "method": "ωB97M-V with the def2-TZVPD basis set",
  "species": ["C", "C", "H", "H", "H", "H", "C", "H", "H", "C", "H", "H", "H", "H", "C", "C", "C", "H", "H", "N", "H", "H", "C", "C", "H"],
  "coordinates": [[0.4579, 0.6004, 1.0700], [-1.5850, -1.3429, 0.5254], [2.9902, 0.2438, -1.1523], [-1.2107, -1.5130, 1.5296], [-3.0452, 0.2299, 0.0981], [1.3607, 1.1725, -1.1724], [-0.9110, 0.0326, -1.0255], [2.2672, -0.5456, 1.3007], [-0.8828, -2.1968, -1.3670], [-0.7013, 0.9103, 0.0885], [-1.4930, 2.8040, 0.5393], [1.1742, -2.4258, 0.5460], [2.5157, 1.6809, 0.0762], [-0.0181, 0.2376, 2.0509], [2.1531, 0.7505, -0.5327], [-0.5250, -1.4323, -0.6002], [1.4790, -0.2391, 0.4940], [-1.3811, 2.2651, -1.0169], [-0.9600, 0.4381, -2.0020], [-0.9091, 2.2424, -0.1454], [1.6514, -1.8407, -0.9450], [-2.3862, -2.1194, 0.3726], [-1.9697, 0.0371, 0.1326], [0.9957, -1.5603, -0.1437], [0.9331, 1.5705, 1.2792]],
  "forces_ev_per_angstrom": [[-3.103, 1.327, 2.602], [-0.371, -2.127, -0.117], [-1.320, 1.071, 0.984], [0.103, 0.177, 0.304], [0.592, 1.071, -0.032], [0.520, -0.351, -0.121], [-0.632, -2.223, 0.117], [-1.206, 0.741, -1.351], [0.890, 1.001, 0.904], [-0.042, -1.698, 3.452], [1.052, -1.395, -0.906], [-0.707, 0.755, -0.150], [-0.118, -1.807, -1.240], [0.871, 0.312, -1.218], [1.249, -0.008, 0.458], [0.943, -0.181, -0.791], [3.486, -1.297, -0.375], [-0.610, 0.875, -0.942], [-0.164, 0.111, -0.995], [-0.739, 3.678, 0.161], [0.202, 0.184, -0.896], [0.627, 0.834, 0.064], [0.190, -0.362, -0.580], [-1.287, -0.448, 0.379], [-0.423, -0.240, 0.290]],
  "lumo_energy_ev": 1.09,
  "smiles": "C[C@@H]1C[C@H]2C[C@@H]3[C@H]2[C@]3(N)C1",
  "orbital_gap_ha": 0.3480,
  "relative_energy_kcal_mol": 64.3,
  "multiplicity": 1,
  "e_homo_ha": -0.308,
  "charge": 0
}

---

Number 1: electronic energy -1962.7762 Eh. Number 2: electronic energy -2648.8483 Eh. Number 3: electronic energy -406.5826 Eh.